Entry 1:
# C43H54F19N3O5

A cluster of 3 separate species, C43H54F19N3O5 in total (ωB97M-V/def2-TZVPD, the OMol25 dataset).

Geometry (Å):
C (-5.78640, -4.76475, 4.31302)
C (-5.63031, -3.27328, 4.08710)
C (-6.20115, -2.81526, 2.73533)
C (-5.17314, -2.33550, 1.71634)
O (-5.33054, -0.93599, 1.39080)
C (-4.29838, -0.57437, 0.56175)
N (-3.13886, -0.32481, 1.04302)
C (-2.20527, -0.02955, 0.07817)
C (-0.90446, 0.21512, 0.42833)
O (-0.50457, 0.18423, 1.73628)
C (-0.40973, 1.49119, 2.29787)
C (0.97702, 2.10001, 2.16060)
C (1.03202, 3.26453, 3.11718)
C (2.06604, 1.08561, 2.44588)
C (3.47207, 1.61480, 2.28828)
C (3.88304, 1.73270, 0.80376)
C (4.48100, 0.69883, 2.96599)
C (-0.01553, 0.47055, -0.47005)
C (-0.30747, 0.54581, -1.81736)
C (0.81331, 0.85030, -2.75738)
C (2.13723, 0.15019, -2.41400)
C (2.66850, -0.75013, -3.53993)
C (3.46475, -1.84439, -2.89915)
C (4.76706, -1.72052, -2.69052)
C (5.43636, -2.68835, -2.09006)
C (4.84166, -3.79435, -1.68015)
C (3.52630, -3.93525, -1.88978)
C (2.86427, -2.95645, -2.49479)
C (-1.53360, 0.32522, -2.19593)
N (-1.90246, 0.37765, -3.56059)
C (-1.56554, -0.80384, -4.35668)
C (-2.17470, -2.13232, -3.89086)
C (-1.21582, -2.92844, -3.00039)
C (-2.50346, 0.02833, -1.25343)
N (-3.75692, -0.22936, -1.68410)
C (-4.61974, -0.53932, -0.79343)
C (-5.99877, -0.86506, -1.28359)
O (-6.82273, 0.28778, -1.51215)
C (-7.31748, 0.90833, -0.42202)
F (-7.81724, 0.08173, 0.48539)
F (-6.41385, 1.69878, 0.15492)
F (-8.31614, 1.70284, -0.82974)
H (-5.72823, -4.95867, 5.37494)
H (-5.01836, -5.33808, 3.81693)
H (-6.77209, -5.09135, 4.00982)
H (-6.13645, -2.69551, 4.84212)
H (-4.57902, -3.03207, 4.14460)
H (-6.91685, -2.01772, 2.87749)
H (-6.69174, -3.65794, 2.27192)
H (-5.26661, -2.87855, 0.77809)
H (-4.17285, -2.51980, 2.08022)
H (-1.17585, 2.16129, 1.92963)
H (-0.59593, 1.37954, 3.36101)
H (1.11381, 2.47014, 1.15007)
H (0.78981, 2.94819, 4.12064)
H (0.32142, 4.02696, 2.82804)
H (2.00283, 3.73763, 3.14180)
H (1.97775, 0.69834, 3.45824)
H (1.95706, 0.24027, 1.77476)
H (3.61802, 2.58316, 2.74174)
H (4.36343, 2.69337, 0.66941)
H (4.61972, 0.99252, 0.53604)
H (3.03338, 1.71094, 0.13449)
H (4.34044, -0.32914, 2.66396)
H (5.48297, 1.02166, 2.71441)
H (4.38959, 0.79168, 4.04282)
H (0.99489, 0.63146, -0.16108)
H (0.96794, 1.92121, -2.82741)
H (0.53693, 0.53405, -3.74535)
H (2.90203, 0.88450, -2.20247)
H (2.07440, -0.47052, -1.53280)
H (3.33530, -0.22040, -4.20454)
H (1.86678, -1.25059, -4.06439)
H (5.29087, -0.83661, -2.99475)
H (6.49027, -2.59391, -1.91055)
H (5.37027, -4.59649, -1.20304)
H (3.03017, -4.82293, -1.56032)
H (1.80379, -3.06718, -2.64263)
H (-2.87422, 0.61490, -3.67724)
H (-0.49839, -0.92374, -4.48373)
H (-1.96354, -0.61457, -5.34542)
H (-3.14726, -2.00671, -3.44029)
H (-2.33040, -2.71441, -4.79036)
H (-1.76958, -3.65922, -2.42588)
H (-0.52008, -3.45279, -3.64005)
H (-0.62044, -2.29079, -2.36329)
H (-6.48721, -1.61824, -0.68755)
H (-5.85283, -1.30227, -2.25560)
C (-3.13267, 0.37821, 6.38858)
C (-4.39439, -0.02020, 7.18016)
C (-5.63703, 0.88835, 7.14469)
F (-5.41173, 2.15834, 7.50750)
F (-6.55590, 0.38951, 8.00650)
F (-4.02989, -0.29679, 8.45000)
F (-4.83210, -1.19683, 6.64655)
O (-2.05472, 1.08386, 7.02704)
C (-2.02034, 2.44685, 7.24750)
C (-2.13953, 2.84276, 8.73301)
F (-3.16125, 2.24090, 9.35722)
F (-2.32545, 4.17937, 8.82124)
F (-2.90643, 3.08006, 6.45678)
F (-0.80039, 2.86646, 6.85982)
H (-2.67073, -0.57538, 6.13720)
H (-3.38965, 0.83531, 5.43287)
H (-6.07583, 0.88582, 6.14320)
H (-1.22048, 2.57305, 9.25763)
C (7.62951, 2.69883, -7.62689)
C (7.09340, 3.44232, -6.38272)
C (7.53639, 3.00457, -4.97565)
F (7.31340, 1.70947, -4.70273)
F (6.84219, 3.72580, -4.06369)
F (5.74731, 3.49916, -6.46032)
F (7.54016, 4.72593, -6.50202)
O (6.89875, 1.63077, -8.24463)
C (6.90188, 0.32415, -7.80023)
C (5.56207, -0.12371, -7.18893)
F (5.09098, 0.74824, -6.28352)
F (5.72537, -1.31606, -6.57392)
F (7.95192, 0.10086, -6.98575)
F (7.09235, -0.45148, -8.88780)
H (7.62337, 3.46244, -8.40280)
H (8.67560, 2.42238, -7.49659)
H (8.60011, 3.21213, -4.83289)
H (4.81140, -0.23028, -7.97475)

Properties
**Multiplicity**: 1
**Gap between HOMO and LUMO**: 0.29460 hartree
**Strongest force on any atom**: 4.00 eV Å⁻¹
**SMILES string**: CCCCOc1nc2c(OC[C@@H](C)CC(C)C)cc(CCCc3ccccc3)c(NCCC)c2nc1COC(F)(F)F.FC(F)C(F)(F)COC(F)(F)C(F)F.FC(F)C(F)(F)COC(F)(F)C(F)F

Mulliken population analysis, charges in e, atoms 1 to 99: -1.519 -0.044 -0.860 -0.417 -0.356 0.866 -0.692 0.211 -0.073 -0.698 -1.271 1.364 -1.848 -1.100 1.258 -1.260 -2.042 1.169 0.506 -1.240 -0.710 -0.538 -0.390 -0.237 -0.912 -0.439 -0.819 0.227 -0.483 -0.331 -0.537 -0.294 -0.879 0.323 -0.280 0.288 -1.257 -0.385 0.982 -0.234 -0.248 -0.295 0.390 0.334 0.398 0.178 0.262 0.369 0.376 0.310 0.416 0.450 0.307 0.036 0.330 0.478 0.410 0.535 0.235 0.160 0.252 0.513 0.012 0.387 0.494 0.461 -0.431 0.366 0.692 0.246 0.725 0.260 0.196 0.707 0.398 0.424 0.452 0.324 0.516 -0.160 0.611 -0.020 0.502 0.416 0.378 -0.019 0.452 0.377 -0.730 0.885 0.121 -0.236 -0.268 -0.276 -0.268 -0.398 0.805 0.192 -0.225


Entry 2:
# C32H60Br2Cl40N3O

A structure of composition C32H60Br2Cl40N3O (ωB97M-V/def2-TZVPD, the OMol25 dataset).

Geometry (Å):
C (-3.24603, 5.34895, 6.98137)
C (-2.06406, 4.40574, 6.34223)
N (-1.09968, 3.74582, 7.11472)
C (-1.93652, 4.10844, 4.70121)
N (-2.44612, 2.68313, 4.51487)
C (-3.93029, 2.56737, 4.83702)
C (-4.17573, 0.96162, 4.59655)
N (-2.83315, 0.37822, 4.17963)
C (-2.70980, -1.11141, 3.92070)
Br (-2.24605, -1.56776, 2.02832)
C (-1.62319, -1.71105, 5.03560)
C (-2.38303, -2.21420, 6.40215)
Br (-0.67597, -3.23135, 4.06158)
C (-1.70429, 1.42773, 4.11245)
C (-0.11308, 1.25364, 3.75891)
C (0.36884, 1.94560, 2.35327)
C (2.02840, 2.11373, 2.47586)
O (-0.15687, 3.29731, 2.10795)
H (-4.21143, 4.65589, 7.06966)
H (-2.95597, 5.63938, 8.08176)
H (-3.56880, 6.25824, 6.31154)
H (-0.47085, 3.17941, 6.50331)
H (-0.79644, 4.24560, 4.45435)
H (-2.62230, 4.90565, 4.14167)
H (-4.64145, 3.43092, 5.19119)
H (-5.20865, 0.40676, 4.76579)
H (-3.75964, -1.58781, 4.23074)
H (-0.82124, -0.91386, 5.36660)
H (-3.00658, -1.31452, 6.87775)
H (-1.60886, -2.52198, 7.25301)
H (-3.08576, -3.11981, 6.15091)
H (0.49387, 1.75103, 4.62694)
H (0.15549, 0.09311, 3.69673)
H (0.17868, 1.30808, 1.39063)
H (2.40708, 3.15303, 2.07839)
H (2.40941, 2.01019, 3.57934)
H (2.59043, 1.29173, 1.84455)
H (-1.09641, 3.25884, 1.76205)
C (3.30017, 0.16677, -0.96278)
Cl (2.02190, -0.65452, -0.05924)
Cl (3.91376, -0.85531, -2.26817)
H (2.89747, 1.08773, -1.39140)
H (4.12074, 0.40486, -0.28162)
C (3.16838, -3.03072, 2.30623)
Cl (4.11788, -4.50617, 2.09090)
Cl (4.12615, -1.76618, 3.08651)
H (2.83827, -2.67409, 1.32751)
H (2.29936, -3.25464, 2.92966)
C (6.02848, -6.31820, -0.80391)
Cl (6.84314, -5.26028, -1.96236)
Cl (4.75671, -7.26194, -1.58950)
H (6.76196, -7.00185, -0.36954)
H (5.58242, -5.70647, -0.01598)
C (-2.40785, -6.39760, 3.26576)
Cl (-3.95365, -5.76574, 3.84553)
Cl (-2.48461, -8.14784, 3.02924)
H (-2.16302, -5.92038, 2.31372)
H (-1.63252, -6.17168, 4.00184)
C (-0.64551, -1.44023, -2.81904)
Cl (-1.92378, -2.26152, -1.91549)
Cl (-0.03192, -2.46230, -4.12443)
H (-1.04821, -0.51927, -3.24766)
H (0.17506, -1.20214, -2.13788)
C (7.44918, -0.29227, 1.07037)
Cl (6.95931, 1.20789, 0.27385)
Cl (6.36344, -1.62142, 0.64643)
H (8.46386, -0.54748, 0.75521)
H (7.42520, -0.14467, 2.15279)
C (2.32104, -0.24426, -6.17604)
Cl (2.63750, 0.67162, -7.65452)
Cl (1.56843, 0.77639, -4.94436)
H (1.64985, -1.07457, -6.40870)
H (3.26633, -0.63156, -5.78819)
C (-5.53668, 8.51093, 5.45807)
Cl (-6.30143, 7.10294, 4.71133)
Cl (-3.82073, 8.59813, 5.04204)
H (-6.03515, 9.41638, 5.10348)
H (-5.63626, 8.43600, 6.54364)
C (-5.14436, -9.26080, 0.61366)
Cl (-6.68728, -8.97276, 1.42686)
Cl (-5.22761, -8.79871, -1.09066)
H (-4.36752, -8.66983, 1.10493)
H (-4.89867, -10.32328, 0.68267)
C (1.75328, 1.33338, -11.63262)
Cl (2.70278, -0.14208, -11.84795)
Cl (2.71104, 2.59791, -10.85234)
H (1.42317, 1.69001, -12.61133)
H (0.88426, 1.10946, -11.00919)
C (-6.05583, 7.57398, 9.52587)
Cl (-6.54570, 9.07414, 8.72935)
Cl (-7.14156, 6.24483, 9.10193)
H (-5.04114, 7.31877, 9.21071)
H (-6.07981, 7.72158, 10.60829)
C (-3.22183, 11.73976, 2.99667)
Cl (-4.76476, 12.02780, 3.80986)
Cl (-3.30508, 12.20185, 1.29234)
H (-2.44499, 12.33073, 3.48793)
H (-2.97614, 10.67728, 3.06567)
C (6.77194, -1.45236, -4.54369)
Cl (7.96977, -0.15396, -4.47839)
Cl (5.29586, -0.91578, -5.35514)
H (7.19304, -2.29754, -5.09360)
H (6.52579, -1.76096, -3.52479)
C (0.70747, -0.86665, -14.90090)
Cl (1.02393, 0.04923, -16.37937)
Cl (-0.04514, 0.15400, -13.66922)
H (0.03627, -1.69696, -15.13356)
H (1.65276, -1.25395, -14.51305)
C (4.66961, 4.96483, -13.08033)
Cl (5.48427, 6.02275, -14.23878)
Cl (3.39785, 4.02109, -13.86592)
H (5.40310, 4.28118, -12.64596)
H (4.22356, 5.57656, -12.29240)
C (-3.38256, -5.28005, -2.94198)
Cl (-5.09450, -5.63700, -3.20025)
Cl (-2.35586, -6.40168, -3.84365)
H (-3.17698, -4.26087, -3.27824)
H (-3.15724, -5.36951, -1.87651)
C (-3.76604, -8.26301, -6.67160)
Cl (-3.75328, -10.02707, -6.78482)
Cl (-2.95965, -7.53043, -8.06380)
H (-4.80170, -7.91621, -6.63727)
H (-3.24550, -7.96123, -5.75947)
C (3.74710, -7.20576, 5.11426)
Cl (4.94492, -5.90737, 5.17957)
Cl (2.27102, -6.66918, 4.30282)
H (4.16820, -8.05094, 4.56436)
H (3.50094, -7.51436, 6.13317)
C (-3.76550, -0.00004, 9.91131)
Cl (-5.30843, 0.28800, 10.72451)
Cl (-3.84876, 0.46205, 8.20699)
H (-2.98867, 0.59093, 10.40258)
H (-3.51981, -1.06252, 9.98032)
C (6.84611, 3.49184, -9.56958)
Cl (5.41404, 4.36317, -9.00847)
Cl (6.96023, 3.52480, -11.33340)
H (7.73715, 3.96217, -9.14661)
H (6.78384, 2.45304, -9.23639)

Properties
**Net charge**: +1
**Multiplicity**: 1
**Gap between HOMO and LUMO**: 0.26659 hartree
**Strongest force on any atom**: 7.58 eV Å⁻¹

Mulliken population analysis, charges in e, atoms 1 to 99: -0.559 0.750 -0.771 -0.861 0.401 -0.369 -0.390 0.620 -0.602 -0.031 -0.097 -0.506 -0.066 -0.445 -0.144 0.429 -0.873 -0.593 0.237 0.350 -0.068 0.283 0.352 0.346 0.313 0.335 0.385 0.361 -0.160 0.353 0.282 0.371 0.090 0.228 0.300 0.312 0.050 0.355 -0.303 -0.061 -0.054 0.414 0.065 0.389 -0.145 -0.166 -0.072 -0.038 0.262 -0.142 -0.152 0.292 -0.237 -0.077 -0.155 -0.175 0.221 0.162 0.277 -0.155 -0.153 0.291 -0.236 -0.321 -0.161 -0.083 0.301 0.255 0.439 -0.077 -0.180 0.221 -0.389 0.442 -0.158 -0.210 0.267 -0.328 0.116 -0.157 -0.126 -0.110 0.286 -0.415 -0.160 -0.096 0.311 0.355 -0.078 -0.163 -0.137 0.070 0.317 -0.099 -0.152 -0.151 0.294 0.104 -0.077


Entry 3:
# C22H15N5O2

An isolated molecule of C22H15N5O2 (ωB97M-V/def2-TZVPD, the OMol25 dataset).

Geometry (Å):
N (-0.54331, -2.09109, 0.43695)
C (0.05829, -1.08821, -0.07540)
N (1.43047, -1.02774, -0.32743)
N (2.09402, 0.06560, -0.69477)
C (1.44016, 1.15478, -0.94195)
C (0.02798, 1.23109, -0.83989)
C (-0.66434, 0.13310, -0.41577)
C (-2.09845, 0.18460, -0.28945)
N (-2.83311, 1.23537, -0.59099)
C (-4.11706, 0.86550, -0.33355)
C (-5.30737, 1.57798, -0.47255)
C (-6.47784, 0.94004, -0.13100)
C (-6.48990, -0.37789, 0.34160)
C (-5.32847, -1.10533, 0.48904)
C (-4.14092, -0.47393, 0.14766)
N (-2.83981, -0.87065, 0.15988)
H (-2.38665, -1.73593, 0.44275)
H (-5.33786, -2.12186, 0.85257)
H (-7.43614, -0.83283, 0.59512)
H (-7.41751, 1.46390, -0.22794)
H (-5.29642, 2.59249, -0.83731)
H (-0.50439, 2.13397, -1.08972)
C (2.22854, 2.36768, -1.35772)
O (2.52574, 2.60457, -2.50556)
C (2.56145, 3.24158, -0.24190)
C (3.24922, 4.43625, -0.21235)
C (3.27945, 4.83794, 1.13449)
C (2.61245, 3.86660, 1.82864)
O (2.17911, 2.90533, 1.01495)
H (2.39315, 3.76371, 2.87386)
H (3.73008, 5.72140, 1.53735)
H (3.66731, 4.93857, -1.06002)
C (2.26502, -2.16232, -0.15980)
C (1.93760, -3.37894, -0.74857)
C (2.77738, -4.46565, -0.58082)
C (3.94369, -4.34107, 0.15534)
C (4.27939, -3.12030, 0.71787)
C (3.44385, -2.03010, 0.56367)
H (3.69204, -1.07083, 0.99040)
H (5.19418, -3.01725, 1.28163)
H (4.59489, -5.19250, 0.28199)
H (2.52231, -5.40998, -1.03752)
H (1.04425, -3.46796, -1.34913)
H (0.04753, -2.87973, 0.67534)

Properties
**Multiplicity**: 1
**Gap between HOMO and LUMO**: 0.27003 hartree
**Strongest force on any atom**: 1.49 eV Å⁻¹
**SMILES string**: [H]/N=c1/c(-c2nc3ccccc3[nH]2)cc(C(=O)c2ccco2)nn1-c1ccccc1

Mulliken charges, unit e, in atom order: -0.769 0.556 0.811 -0.941 0.597 0.022 0.156 0.053 -0.695 0.485 -0.840 -0.408 -0.471 -0.857 0.599 -0.060 0.201 0.405 0.377 0.377 0.436 0.610 -0.256 -0.608 0.225 -0.541 -0.394 -0.480 -0.195 0.458 0.442 0.536 0.053 -0.192 -0.689 -0.455 -0.652 -0.320 0.446 0.366 0.385 0.379 0.517 0.331


Entry 4:
# C2H5N3O

A structure of composition C2H5N3O (ωB97M-V/def2-TZVPD, the OMol25 dataset).

Geometry (Å):
C (0.74602, -0.52915, 0.09403)
C (-1.97612, 0.31979, -0.48995)
H (1.43666, 1.75229, 1.98884)
H (1.78921, -0.84819, -0.40613)
H (0.15772, -1.98195, -1.20642)
H (-2.82025, 0.78622, -1.17121)
H (-1.70208, 0.73126, 0.77359)
N (0.53586, 0.51982, 0.93700)
N (-0.25801, -1.21651, -0.47315)
N (-1.38264, -0.61715, -1.15084)
O (2.03161, 1.25168, 0.90072)

Properties
**Multiplicity**: 1
**Gap between HOMO and LUMO**: 0.35621 hartree
**Strongest force on any atom**: 8.47 eV Å⁻¹

Mulliken charges, unit e, in atom order: 0.101 -0.245 0.397 0.226 0.342 0.280 0.248 -0.296 -0.132 -0.391 -0.530